1.
The following is a quantum chemistry calculation of C29H29IrN3O2 as an isolated structure, from the OMol25 dataset.

Output
Calculated total energy = -1541.5637 a.u.
HOMO (alpha / beta) = -3.397 / -3.397 eV
Max |F| = 0.8 eV/A
Relative energy (zero: lowest compared OMol25 entry of this formula, charge and spin) = 0.0 kcal/mol
Orbital gap (alpha / beta) = 0.2223 / 0.2222 Ha
Charge = -1

```
64
C29H29IrN3O2 ωB97M-V/def2-TZVPD
Ir -0.872 -0.493 -0.566
C -1.897 -3.550 -3.417
C -1.277 -2.291 -2.841
O -1.573 -2.088 -1.616
C -0.482 -1.525 -3.688
C 0.176 -0.296 -3.419
C 0.960 0.372 -4.516
N 0.106 0.258 -2.243
N 0.784 1.459 -2.023
C 0.648 1.843 -0.779
O 0.004 1.233 0.162
C 1.338 3.113 -0.391
C 1.239 3.574 0.919
C 1.891 4.736 1.310
C 2.653 5.453 0.397
C 2.755 4.998 -0.913
C 2.103 3.839 -1.305
H -2.520 -4.021 -2.659
H -1.124 -4.256 -3.728
H -2.510 -3.322 -4.291
H -0.376 -1.907 -4.696
H 0.918 -0.216 -5.432
H 2.000 0.502 -4.214
H 0.565 1.371 -4.705
H 0.644 2.999 1.615
H 1.804 5.083 2.332
H 3.162 6.359 0.702
H 3.345 5.552 -1.633
H 2.170 3.471 -2.320
C -3.190 -2.877 0.750
C -2.648 -1.784 1.680
C -1.553 -2.406 2.558
C -1.949 -0.656 0.918
C -3.805 -1.224 2.501
C -3.905 -1.336 3.883
C -4.982 -0.789 4.575
C -5.982 -0.115 3.894
C -5.891 0.014 2.512
C -4.818 -0.532 1.830
H -2.384 -3.261 0.120
H -3.960 -2.487 0.084
H -3.618 -3.692 1.343
H -0.766 -2.779 1.906
H -1.948 -3.237 3.153
H -1.108 -1.670 3.231
H -2.042 0.265 1.524
H -3.133 -1.854 4.439
H -5.034 -0.890 5.653
H -6.820 0.314 4.431
H -6.658 0.551 1.966
H -4.736 -0.406 0.756
N 1.627 -1.482 -0.586
C 2.695 -1.117 -0.369
C 4.008 -0.552 -0.138
C 5.065 -1.342 0.300
C 6.309 -0.768 0.514
C 6.499 0.589 0.291
C 5.443 1.375 -0.149
C 4.196 0.809 -0.365
H 4.905 -2.398 0.473
H 7.132 -1.383 0.856
H 7.472 1.033 0.461
H 5.583 2.434 -0.323
H 3.362 1.405 -0.714
```



2.
The following is a quantum chemistry calculation of an isolated ion of composition C5H14N3O2Si and charge +1, from the OMol25 dataset.

Output
Calculated total energy = -802.9225 a.u.
HOMO = -13.330 eV
Max |F| = 4.3 eV/A
Relative energy (zero: lowest compared OMol25 entry of this formula, charge and spin) = 43.4 kcal/mol
SMILES string = C[Si@@H](O)OC1=N[NH2+]CCCN1
Orbital gap = 0.3851 Ha
Charge = +1

```
25
C5H14N3O2Si ωB97M-V/def2-TZVPD
C -0.180 -3.230 2.401
Si -1.211 -2.035 1.411
O -1.460 -0.568 2.031
O -0.180 -1.583 0.090
C 0.345 -0.405 -0.241
N 0.528 0.479 0.671
N 1.060 1.822 0.357
C 0.148 2.526 -0.571
C -0.292 1.612 -1.903
C 0.896 0.794 -2.273
N 0.868 -0.378 -1.478
H -0.423 -3.306 3.431
H -0.357 -4.340 2.275
H 0.932 -3.230 2.445
H -2.490 -2.505 0.597
H -2.356 -0.187 2.113
H 2.065 1.921 0.073
H 0.875 2.401 1.134
H 0.564 3.471 -0.855
H -0.797 2.817 0.091
H -0.658 2.259 -2.659
H -1.187 1.046 -1.705
H 0.703 0.613 -3.309
H 1.857 1.296 -2.223
H 0.750 -1.291 -1.901
```



3.
The following is a quantum chemistry calculation of a 8-piece molecular cluster, H16O8 overall, from the OMol25 dataset.

Output
Calculated total energy = -611.4124 a.u.
HOMO = -10.138 eV
Max |F| = 4.8 eV/A
Relative energy (zero: lowest compared OMol25 entry of this formula, charge and spin) = 106.8 kcal/mol
SMILES string = O.O.O.O.O.O.O.O
Orbital gap = 0.3854 Ha

```
24
H16O8 ωB97M-V/def2-TZVPD
O -1.429 0.190 0.559
H -1.972 0.978 0.370
H -1.780 -0.257 1.266
O -1.191 2.393 4.079
H -1.492 3.091 3.495
H -0.557 1.897 3.690
O 2.470 -0.892 0.854
H 2.537 0.021 1.013
H 3.353 -1.303 1.115
O 1.631 -1.777 -1.488
H 1.769 -2.626 -1.920
H 1.466 -1.211 -2.298
O -2.485 -0.202 -2.053
H -1.922 0.239 -1.402
H -2.508 0.338 -2.827
O 0.000 0.110 -1.151
H 0.854 -0.187 -0.828
H 0.290 0.333 -2.114
O -1.002 -3.805 -1.418
H -0.680 -4.672 -1.168
H -1.793 -4.004 -1.936
O 1.692 3.487 1.420
H 1.832 4.241 1.986
H 0.919 3.615 0.755
```